Formula: C44H108F2N7O11S2
Source: the Open Molecules 2025 dataset
Level of theory: ωB97M-V with the def2-TZVPD basis set

Values from the calculation:
LUMO level (alpha / beta), eV: -7.3639 / -7.3641
Net charge: +4
Spin multiplicity: 2
Total energy, eV: -107395.25302
HOMO energy (alpha / beta), eV: -11.94 / -16.72
HOMO-LUMO gap (alpha / beta), eV: 4.6 / 9.4

Last column: Löwdin charge in e.
Cartesian coordinates (Å):
N -18.6416 -1.4469 -5.4356  -0.3567
S -17.2158 -2.0200 -5.1511  0.3996
O -16.0692 -1.1732 -5.5201  -0.3837
O -17.0256 -3.4578 -5.1025  -0.3290
F -17.3249 -1.7034 -3.5754  -0.2316
S -18.4274 -1.5863 -7.0670  0.4985
O -18.4476 -3.0010 -7.5362  -0.3900
O -17.5880 -0.6295 -7.7594  -0.3603
F -19.8998 -1.0602 -7.6063  -0.2447
C -20.9530 -6.3542 -12.5463  -0.0918
C -20.9310 -4.9991 -13.2459  -0.2458
C -19.5367 -4.4813 -13.4981  -0.1916
C -19.3542 -3.1801 -12.7007  -0.0615
N -17.8409 -2.8242 -12.6563  -0.2414
C -17.6057 -1.6432 -11.7500  -0.0863
C -16.2670 -1.7962 -10.9700  -0.1517
C -15.7295 -3.1096 -11.3663  -0.1386
C -16.8925 -3.8664 -12.1139  -0.0815
C -17.3036 -2.4538 -14.0447  0.0431
H -21.9405 -6.6752 -12.2145  0.0831
H -20.3252 -6.2774 -11.6586  0.0341
H -20.6273 -7.1841 -13.1733  0.0895
H -21.5124 -4.3203 -12.6220  0.1116
H -21.4361 -5.1500 -14.2000  0.1208
H -19.3917 -4.3641 -14.5721  0.1184
H -18.8040 -5.2726 -13.3398  0.1132
H -19.6535 -3.2469 -11.6547  0.1352
H -19.8880 -2.3355 -13.1364  0.1474
H -17.5867 -0.7394 -12.3589  0.1277
H -18.3594 -1.4056 -10.9992  0.1363
H -15.5012 -1.0429 -11.1553  0.1010
H -16.5049 -1.7725 -9.9066  0.0980
H -15.0241 -2.9636 -12.1843  0.1105
H -15.2384 -3.7503 -10.6340  0.1273
H -16.5182 -4.4315 -12.9676  0.1316
H -17.4746 -4.5007 -11.4454  0.1261
H -17.3950 -3.2990 -14.7269  0.1076
H -16.2459 -2.1908 -14.0556  0.1167
H -17.9311 -1.6176 -14.3532  0.1153
C -8.0142 -1.6870 -3.3439  -0.1079
C -8.3386 -0.3777 -3.9720  -0.2466
C -9.8180 -0.2656 -4.4312  -0.1801
C -10.8396 -0.0120 -3.2529  -0.0625
N -12.3292 -0.2437 -3.6716  -0.2205
C -12.5771 -1.7505 -3.7828  -0.0966
C -13.2307 -2.2561 -2.5209  -0.1352
C -13.4015 -1.0775 -1.5486  -0.1101
C -13.1856 0.1777 -2.4491  -0.0783
C -12.7607 0.5342 -4.9402  0.0258
H -8.6917 -2.0428 -2.5677  0.0741
H -6.9875 -1.6808 -2.9780  0.0908
H -7.9925 -2.5365 -4.0265  0.0812
H -7.7251 -0.1420 -4.8415  0.1165
H -8.1367 0.4370 -3.2766  0.1163
H -10.0216 -1.1554 -5.0268  0.1030
H -9.9485 0.5371 -5.1570  0.0902
H -10.7816 1.0229 -2.9154  0.1340
H -10.6675 -0.7046 -2.4290  0.1318
H -13.1956 -2.0054 -4.6434  0.1294
H -11.5954 -2.1976 -3.9391  0.1221
H -14.1898 -2.6601 -2.8448  0.1132
H -12.7837 -3.1271 -2.0418  0.1292
H -14.2923 -1.1608 -0.9259  0.1219
H -12.5892 -1.0112 -0.8248  0.1126
H -14.1454 0.4835 -2.8653  0.1097
H -12.7243 1.0448 -1.9765  0.1311
H -12.3791 -0.1328 -5.7133  0.0851
H -12.4462 1.5772 -4.9064  0.1127
H -13.8497 0.5487 -4.9835  0.0776
C -21.7472 1.3503 -2.2422  -0.0815
O -21.3155 0.2395 -2.9792  -0.2421
C -21.6891 -0.9897 -2.2860  -0.1537
C -20.9125 -2.2113 -2.7811  -0.0203
N -20.9579 -2.1802 -4.3495  0.0713
H -21.5435 -1.4163 -4.6555  0.1044
H -20.0728 -1.8479 -4.7049  0.0335
C -21.4778 -3.4732 -5.0770  -0.0261
C -23.0044 -3.7363 -4.7512  -0.1872
O -23.8234 -2.6152 -4.9498  -0.2047
C -25.1448 -2.8327 -4.6004  -0.0975
H -22.8254 1.1907 -2.2512  0.1042
H -21.6258 2.3048 -2.7544  0.0968
H -21.3558 1.3114 -1.2256  0.0969
H -22.7671 -1.1275 -2.3690  0.1306
H -21.5709 -0.9445 -1.2034  0.1287
H -21.0990 -3.2193 -2.4106  0.1398
H -19.8547 -1.9835 -2.6500  0.1074
H -20.7117 -4.2177 -4.8603  0.1176
H -21.3382 -3.2340 -6.1312  0.1168
H -23.1051 -4.0286 -3.7060  0.1234
H -23.3616 -4.5254 -5.4129  0.1250
H -25.7763 -2.0770 -5.0677  0.1032
H -25.3006 -2.7870 -3.5226  0.0997
H -25.5000 -3.7787 -5.0092  0.0977
C -16.9952 2.7471 -10.4333  -0.0704
O -16.0814 1.7398 -10.0886  -0.2000
C -15.6852 1.8244 -8.7283  -0.2268
C -14.6176 0.8393 -8.5352  -0.0638
N -13.6483 0.9956 -9.7172  0.0984
H -13.0040 0.2187 -9.6797  0.1551
H -14.1015 0.8527 -10.6085  0.1527
C -12.7619 2.2731 -9.7108  -0.0444
C -11.5183 2.0997 -8.8730  -0.2026
O -10.8228 0.9909 -9.4145  -0.1946
C -10.0726 0.1936 -8.4709  -0.0561
H -17.3844 2.5350 -11.4292  0.1000
H -16.4467 3.6792 -10.5688  0.0991
H -17.7699 2.8599 -9.6749  0.0979
H -16.5511 1.7656 -8.0689  0.1197
H -15.2936 2.8264 -8.5528  0.1231
H -15.0020 -0.1792 -8.5883  0.1276
H -14.0628 0.9204 -7.6005  0.1251
H -13.4118 3.0919 -9.4024  0.1273
H -12.4398 2.5810 -10.7056  0.1482
H -11.7254 1.8966 -7.8223  0.1067
H -10.8804 2.9823 -8.8259  0.1477
H -9.5268 -0.4691 -9.1425  0.1039
H -10.7243 -0.3404 -7.7793  0.0732
H -9.2892 0.7672 -7.9756  0.0982
C -22.7385 0.4596 -6.0793  -0.0224
O -21.3062 0.5547 -5.7542  -0.2453
C -20.7996 1.8594 -5.8276  -0.1802
C -19.2445 1.9218 -5.6194  -0.0561
N -18.8822 1.1498 -4.3723  0.0746
H -19.6761 1.2178 -3.7517  0.1069
H -18.7469 0.1784 -4.6134  0.0657
C -17.6545 1.5987 -3.4942  -0.0244
C -17.9030 1.4080 -1.9702  -0.1848
O -18.3014 0.0884 -1.6966  -0.2116
C -18.6048 -0.1014 -0.3475  -0.0989
H -23.3440 0.6784 -5.1998  0.0977
H -22.9549 -0.4766 -6.5938  0.0911
H -22.9462 1.2034 -6.8486  0.0924
H -21.2705 2.3896 -4.9998  0.1189
H -20.9456 2.3825 -6.7727  0.1357
H -18.8641 2.9334 -5.4779  0.1249
H -18.5600 1.5783 -6.3950  0.1098
H -17.5254 2.6189 -3.8557  0.1220
H -16.7843 1.0161 -3.7964  0.1026
H -18.6684 2.1271 -1.6784  0.1312
H -16.9405 1.5834 -1.4897  0.1322
H -19.0844 -1.0615 -0.1570  0.0958
H -19.2387 0.5539 0.2499  0.0979
H -17.5973 -0.0208 0.0608  0.0970
C -21.6729 -7.9280 -7.0524  -0.0386
C -20.5244 -7.0160 -6.5206  -0.1311
N -19.0131 -7.5046 -6.8028  -0.1943
C -18.7445 -8.7053 -5.8879  0.0236
C -18.7817 -7.9791 -8.2298  -0.1113
C -19.1038 -6.8276 -9.2844  -0.0456
C -18.0723 -6.3220 -6.3427  -0.0689
C -16.6669 -6.4435 -6.8280  -0.1958
O -16.0319 -7.7047 -6.4796  -0.2002
C -14.9496 -8.0009 -7.3060  -0.0988
H -21.7278 -7.7572 -8.1275  0.0699
H -22.6005 -7.5769 -6.6002  0.0887
H -21.5118 -8.9681 -6.7689  0.0821
H -20.6528 -6.9602 -5.4396  0.1155
H -20.6745 -5.9837 -6.8369  0.1064
H -17.8049 -9.2021 -6.1299  0.1046
H -19.5075 -9.4565 -6.0920  0.0978
H -18.7982 -8.3985 -4.8433  0.1148
H -19.4581 -8.7840 -8.5173  0.1310
H -17.7775 -8.4000 -8.2804  0.1168
H -18.7733 -7.0442 -10.3003  0.0721
H -18.7117 -5.8205 -9.1424  0.0632
H -20.1863 -6.7005 -9.2706  0.0576
H -18.0622 -6.1872 -5.2611  0.1409
H -18.4263 -5.3918 -6.7869  0.0987
H -16.0990 -5.5606 -6.5346  0.1292
H -16.5160 -6.2926 -7.8969  0.1123
H -15.3400 -8.1429 -8.3137  0.0851
H -14.3364 -8.8132 -6.9158  0.1088
H -14.3409 -7.0995 -7.3773  0.0873

Forces on atoms 1 to 6 (eV/Å):
N -2.88 1.86 -0.64
S 3.42 -1.35 -2.05
O 0.13 0.23 1.30
O -0.22 0.08 0.48
F 0.03 0.24 0.82
S 1.92 -3.36 -0.60

***

Formula: C4H13N2S
Source: the Open Molecules 2025 dataset
Level of theory: ωB97M-V with the def2-TZVPD basis set

Values from the calculation:
LUMO level, eV: -3.0628
Relative energy (zero: lowest compared OMol25 entry of this formula, charge and spin), kJ/mol: 109.24
Net charge: +1
Total energy, eV: -18167.36071
HOMO energy, eV: -12.54
HOMO-LUMO gap, eV: 9.5

Last column: Löwdin charge in e.
Cartesian coordinates (Å):
C -0.7839 0.5924 -2.7731  -0.0740
C 1.4770 0.0350 -2.4549  0.0263
N 0.4415 0.5653 -1.9712  -0.1211
H -1.6490 0.6244 -2.1157  0.0779
H -0.8630 -0.2809 -3.4166  0.0889
H -0.7928 1.4912 -3.3925  0.0980
H 2.3933 0.0338 -1.8768  0.0887
H 1.4880 -0.4186 -3.4452  0.1027
C -0.3566 -0.4088 1.1801  -0.2729
C -0.2066 -0.5346 2.6845  -0.5718
S -1.0797 -2.0391 3.2011  0.7466
N 0.3008 0.8315 0.6642  0.1254
H -1.4077 -0.3579 0.9001  0.1250
H 0.1035 -1.2547 0.6662  0.1252
H -0.6336 0.3355 3.1766  0.0793
H 0.8498 -0.6122 2.9533  0.0828
H -0.6841 -1.9819 4.4780  -0.1234
H 0.3625 0.8043 -0.4694  0.0838
H 1.2447 0.9135 1.0452  0.1552
H -0.2041 1.6620 0.9661  0.1572

Forces on atoms 1 to 6 (eV/Å):
C 0.03 0.08 -0.02
C 0.06 -0.02 -0.16
N -0.28 -0.10 0.03
H -0.03 0.01 0.02
H 0.03 -0.05 -0.07
H 0.00 -0.02 0.09

***

Formula: C18H15BF3NO
Source: the Open Molecules 2025 dataset
Level of theory: ωB97M-V with the def2-TZVPD basis set

Values from the calculation:
LUMO level, eV: -3.0158
Relative energy (zero: lowest compared OMol25 entry of this formula, charge and spin), kJ/mol: 0.00
Total energy, eV: -31277.50770
HOMO energy, eV: -6.83
HOMO-LUMO gap, eV: 3.8

Last column: Löwdin charge in e.
Cartesian coordinates (Å):
C -0.1764 0.9059 3.3402  -0.1792
C -1.0512 1.9542 3.4867  -0.1174
C -2.3255 1.3997 3.5456  -0.0573
C -2.1760 0.0412 3.4333  -0.1083
B -3.3059 -1.0969 3.4402  -1.1384
F -4.5303 -0.4682 3.5895  0.1114
F -3.2480 -1.7773 2.2342  0.1027
F -3.0598 -1.9484 4.5056  0.1104
O -0.8599 -0.2670 3.3079  0.0369
H 0.9047 0.9687 3.2657  0.0815
H -0.8040 3.0034 3.5471  0.0860
H -3.2618 1.9246 3.6601  0.1095
C 2.7045 1.7318 0.6217  -0.0249
C 1.6154 1.7704 -0.3573  0.0718
N 1.1667 0.6983 -1.0426  0.0942
C 0.1096 0.7740 -1.9986  -0.1120
C -0.6605 1.8489 -2.4365  0.0068
C -1.6322 1.6348 -3.3923  -0.0511
C -1.8502 0.3603 -3.9215  -0.0479
C -1.0992 -0.7139 -3.5010  0.0142
C -0.1127 -0.5079 -2.5338  -0.0860
C 0.8178 -1.4071 -1.9051  -0.0829
C 1.5967 -0.6630 -0.9954  -0.0907
C 2.5831 -1.3107 -0.2519  0.0101
C 2.7763 -2.6654 -0.4206  -0.0470
C 2.0013 -3.3956 -1.3227  -0.0430
C 1.0234 -2.7781 -2.0670  0.0168
H 2.8882 2.7205 1.0476  0.1008
H 2.4672 1.0600 1.4483  0.0898
H 3.6356 1.3978 0.1604  0.1069
H 1.1414 2.7135 -0.5518  0.1379
H -0.4956 2.8320 -2.0332  0.1089
H -2.2320 2.4625 -3.7366  0.1135
H -2.6151 0.2179 -4.6674  0.1135
H -1.2569 -1.7000 -3.9006  0.1189
H 3.1928 -0.7704 0.4483  0.0943
H 3.5376 -3.1684 0.1536  0.1146
H 2.1721 -4.4537 -1.4353  0.1150
H 0.4188 -3.3284 -2.7652  0.1198

Forces on atoms 1 to 6 (eV/Å):
C 0.04 1.26 -0.11
C 1.38 0.12 -0.21
C -0.74 -0.66 -0.03
C -0.68 0.69 0.11
B 0.60 0.31 0.18
F -0.89 0.33 0.05

***

Formula: C4H5NO2
Source: the Open Molecules 2025 dataset
Level of theory: ωB97M-V with the def2-TZVPD basis set

Values from the calculation:
LUMO level, eV: 0.6037
Relative energy (zero: lowest compared OMol25 entry of this formula, charge and spin), kJ/mol: 382.96
Total energy, eV: -9810.34572
HOMO energy, eV: -8.80
HOMO-LUMO gap, eV: 9.4

Last column: Löwdin charge in e.
Cartesian coordinates (Å):
C 1.1262 -1.0460 0.4605  -0.0537
C 1.8013 0.0855 0.1529  -0.0978
C -1.4910 -0.0752 0.0402  -0.3746
C 0.3174 -0.8206 -0.7205  -0.1831
N -1.3468 1.2520 0.1309  0.1531
O -2.4169 -0.7821 0.1552  0.0966
O 1.0534 0.3270 -1.0077  -0.1058
H 0.9425 -1.7098 1.2721  0.0934
H 2.2108 0.9117 0.6549  0.0987
H 0.3280 -1.6258 -1.4888  0.1398
H -0.4285 1.5866 -0.1254  0.0863
H -2.0963 1.8966 0.4756  0.1471

Forces on atoms 1 to 6 (eV/Å):
C 0.50 0.36 0.96
C -1.95 -1.18 0.32
C 2.75 -0.40 -2.26
C -2.79 -0.24 0.64
N -0.26 0.46 0.47
O -0.98 -0.82 0.61